This record from the OMol25 dataset describes a cluster of 15 separate species, C90H75F15 in total in a non-equilibrium geometry. The level of theory is wB97M-V/def2-TZVPD.

The geometry in XYZ format:
```
180
Properties=species:S:1:pos:R:3:forces:R:3
F 8.5667 19.3712 14.2203 0.2 0.0 -0.7
C 8.4972 19.1381 15.5400 -0.3 0.2 -0.5
C 8.2197 20.1991 16.3497 -0.1 0.5 1.6
C 8.1165 19.9417 17.7372 0.2 -0.1 -1.3
C 8.2942 18.6707 18.2054 -0.2 -1.4 1.1
C 8.5490 17.6094 17.3341 0.0 -0.4 0.1
C 8.6473 17.8440 15.9833 0.6 -0.6 -0.4
H 8.1037 21.2158 15.9775 0.0 -0.4 -0.1
H 7.9304 20.7137 18.4351 -0.3 0.6 0.3
H 8.2035 18.4436 19.2798 0.1 0.3 -0.6
H 8.6654 16.5672 17.6560 0.0 0.5 0.3
H 8.9256 17.0369 15.2911 -0.3 0.6 0.3
F 9.5504 12.9205 16.1385 -0.2 -1.0 0.8
C 9.9174 13.8199 15.2390 0.3 0.6 -0.1
C 8.9228 14.3361 14.4414 -0.9 -0.1 0.2
C 9.2481 15.3677 13.5885 -0.1 0.8 -0.5
C 10.5882 15.7560 13.4402 0.2 0.2 -0.2
C 11.6122 15.1506 14.2205 -2.6 0.1 -0.2
C 11.2431 14.2245 15.2124 0.5 -0.2 -1.0
H 7.8860 13.9621 14.5353 0.8 0.3 0.1
H 8.4190 15.9412 13.1039 1.0 -0.7 0.1
H 10.7987 16.5592 12.6941 0.1 -0.8 0.8
H 12.6012 15.4496 14.0268 1.2 0.2 0.1
H 11.9728 13.6880 15.8314 -0.3 0.4 -0.1
F 9.0396 22.4657 18.7467 -1.9 0.0 0.0
C 10.3095 22.6960 18.5523 2.5 0.0 -0.7
C 11.1253 22.7688 19.6692 0.2 -0.1 -0.3
C 12.4817 22.9648 19.4435 0.1 0.7 -1.0
C 12.9733 23.1530 18.1427 0.2 0.6 0.3
C 12.1213 23.1104 17.0299 0.8 -0.1 0.8
C 10.8115 22.8148 17.2216 -1.6 -0.3 2.5
H 10.7617 22.6853 20.6937 -0.2 -0.1 -0.4
H 13.1238 23.1250 20.2876 0.3 -0.2 0.2
H 14.0114 23.4769 18.0144 -0.3 -0.4 0.0
H 12.4396 23.3189 16.0314 0.6 -0.1 -0.4
H 10.1040 22.6766 16.4506 -0.5 0.1 -0.9
F 13.0849 15.2137 19.4318 0.1 0.4 0.0
C 11.9254 14.7130 19.8866 -0.4 -0.7 -0.5
C 11.9081 14.1304 21.1391 1.0 -0.2 0.2
C 10.7799 13.4299 21.5546 -0.1 0.9 -1.0
C 9.6799 13.3231 20.7129 0.1 -0.6 0.4
C 9.7548 13.8989 19.4611 -1.3 -0.1 -0.1
C 10.8329 14.6130 19.0218 1.1 0.1 -0.8
H 12.8683 14.0858 21.7007 -1.0 0.3 -0.3
H 10.7643 13.0418 22.5281 0.0 -0.8 1.1
H 8.8289 12.6776 20.9586 0.3 0.5 0.1
H 8.9112 13.8013 18.7936 -0.1 -0.2 -0.1
H 10.8537 14.8666 17.9417 0.3 0.3 1.0
F 18.5300 16.3422 16.8519 0.8 -0.6 0.4
C 19.1277 15.1651 17.3036 -1.6 0.6 -1.1
C 18.2692 14.3067 17.9933 1.6 0.6 0.0
C 18.8104 13.1206 18.4015 0.9 -0.7 1.1
C 20.1182 12.7562 18.0572 -0.4 -0.1 -0.5
C 20.8661 13.5731 17.2178 -0.4 -0.1 0.6
C 20.3924 14.8221 16.8474 -0.3 0.5 -0.6
H 17.2951 14.5354 18.3492 -0.7 0.6 -0.2
H 18.2513 12.5652 19.1505 0.0 -0.4 -0.5
H 20.5329 11.7960 18.3362 -0.1 0.0 0.2
H 21.8243 13.2416 16.8872 0.5 -0.1 -0.2
H 20.9409 15.4411 16.1069 -0.5 -0.3 0.9
F 17.5714 12.4208 11.3987 0.2 0.2 -0.2
C 16.4712 12.9065 10.7987 -1.1 -0.2 -0.9
C 16.0218 12.2924 9.6035 0.7 0.4 1.0
C 14.8032 12.6630 9.0912 -2.0 0.6 -0.9
C 14.0285 13.6827 9.7013 1.1 -0.4 0.2
C 14.5330 14.2783 10.8639 -0.9 0.7 -1.0
C 15.7608 13.9422 11.3976 0.7 -1.1 0.6
H 16.6605 11.5963 9.0814 0.0 -0.3 0.2
H 14.3403 12.1859 8.1820 1.0 0.4 0.9
H 13.1092 14.0609 9.2382 0.3 -0.4 0.3
H 13.9553 15.1034 11.2773 0.2 -0.3 0.2
H 16.1421 14.3467 12.3425 -0.2 0.0 -0.5
F 14.0694 11.0816 14.2493 -0.4 -0.8 -0.4
C 15.2134 11.7316 14.4498 -0.1 1.4 0.3
C 15.0584 13.0719 14.8450 -1.3 -0.8 0.3
C 16.1960 13.7870 15.1093 -0.4 0.1 -0.5
C 17.4158 13.1885 14.9239 1.6 1.3 0.5
C 17.5755 11.8914 14.5721 -0.3 -1.0 -0.9
C 16.4380 11.1381 14.2714 0.5 -1.0 -0.4
H 14.0040 13.4406 14.9579 1.3 -0.2 -0.2
H 16.1824 14.8299 15.3200 -0.3 0.6 0.4
H 18.2967 13.8181 15.0076 0.0 -0.1 0.2
H 18.5700 11.4966 14.3885 -0.2 -0.1 0.1
H 16.5625 10.1361 13.8228 -0.4 0.6 0.5
F 12.6092 20.8725 22.1167 -0.6 -0.7 0.0
C 11.8717 19.7255 21.9134 0.6 1.4 -0.2
C 11.6911 19.3003 20.6331 0.3 -0.3 -0.4
C 10.9464 18.1400 20.4167 0.1 0.5 -1.9
C 10.3376 17.4491 21.4055 0.4 1.0 2.5
C 10.5068 18.0083 22.7112 -1.1 -1.5 -0.8
C 11.2624 19.1150 22.9778 0.0 0.1 0.3
H 12.1553 19.8531 19.8268 -0.1 -0.1 -0.1
H 10.7525 17.8370 19.3952 0.3 -0.1 -0.1
H 9.7465 16.5683 21.2211 -0.1 -0.1 0.1
H 9.9467 17.5617 23.5095 0.0 -0.2 0.4
H 11.3399 19.5233 23.9736 0.1 0.0 0.1
F 10.3847 22.1246 14.1643 -0.3 0.4 -0.1
C 10.0936 23.2269 13.4066 1.2 -0.4 0.9
C 9.2429 23.0898 12.3667 -0.6 -1.7 -0.1
C 9.0165 24.1719 11.5535 -0.2 0.6 -0.6
C 9.7176 25.3693 11.7418 -0.5 0.0 0.7
C 10.5703 25.4895 12.8428 -0.7 -0.7 0.2
C 10.7256 24.4018 13.6998 0.8 0.8 0.5
H 8.8178 22.0720 12.2851 -0.1 0.9 -0.4
H 8.2356 24.0799 10.8061 0.3 0.2 -0.2
H 9.4541 26.2528 11.1754 0.2 -0.1 -0.2
H 11.0120 26.4208 13.1491 0.2 0.3 -0.3
H 11.3407 24.4963 14.5999 -0.2 -0.1 -0.4
F 17.9986 21.1157 14.8217 0.2 0.0 -0.9
C 17.8747 20.9283 16.1329 -0.9 1.3 0.5
C 18.3730 19.7942 16.7036 0.5 -1.0 -0.7
C 18.1861 19.6340 18.0637 0.2 -0.4 1.3
C 17.5516 20.6260 18.8350 0.3 -1.7 -0.2
C 17.0673 21.7346 18.2345 -0.5 1.3 -0.9
C 17.2083 21.9025 16.8516 0.3 0.6 0.6
H 18.8497 19.1185 15.9618 -0.2 0.1 1.1
H 18.5144 18.7591 18.6475 0.0 0.3 -0.8
H 17.3487 20.4374 19.8735 0.2 0.0 0.3
H 16.5611 22.4901 18.8267 0.0 0.0 -0.1
H 16.9235 22.8545 16.4067 0.0 -0.5 -0.2
F 16.7425 11.6218 22.0013 0.3 -0.5 0.5
C 16.4213 11.4109 20.7189 -0.1 1.0 -1.2
C 16.9145 10.3177 20.0038 -0.5 0.2 0.2
C 16.6706 10.2349 18.6258 -0.6 1.8 0.6
C 15.8928 11.2525 18.0198 -0.6 -1.1 -0.1
C 15.2276 12.2104 18.8081 1.4 0.6 -0.9
C 15.6623 12.4243 20.1178 -0.3 -1.9 -0.7
H 17.4257 9.5346 20.5418 0.3 0.0 0.0
H 17.1140 9.4430 18.0556 0.1 -0.2 -0.3
H 15.7077 11.2172 16.9277 0.1 0.0 0.9
H 14.5589 12.9351 18.3161 0.4 -0.3 0.3
H 15.3443 13.2821 20.6443 -0.3 0.7 0.8
F 13.4860 26.8787 11.9350 0.2 -0.3 -0.2
C 14.0314 26.0510 12.8596 -0.7 -0.8 -0.6
C 14.2659 24.7211 12.5605 1.3 -1.1 -0.6
C 14.8839 23.9158 13.5667 -1.1 1.5 0.1
C 14.9530 24.4340 14.8592 0.7 0.6 0.3
C 14.6006 25.7700 15.1566 0.0 -0.9 -1.1
C 14.1733 26.5845 14.1058 -0.5 0.7 1.2
H 14.1094 24.3300 11.5228 0.1 0.5 1.1
H 15.2845 22.9303 13.4120 -0.2 -0.3 -0.4
H 15.4294 23.8470 15.6531 -0.5 0.1 -0.4
H 14.6855 26.0879 16.1772 -0.1 0.4 0.2
H 13.7871 27.6167 14.1782 0.6 -0.6 0.5
F 14.1068 15.5509 16.6938 -0.1 -1.6 -0.4
C 13.8043 16.8395 16.8224 0.8 0.0 0.4
C 14.9279 17.6626 16.8938 -1.1 0.4 -0.8
C 14.6589 19.0183 17.0370 -0.4 -1.5 0.4
C 13.3488 19.4116 17.2152 -0.3 0.7 -0.2
C 12.2550 18.5468 17.1721 0.4 0.2 -0.6
C 12.4747 17.1939 16.9316 0.7 1.3 0.3
H 15.9062 17.2475 16.6668 -0.1 0.1 0.3
H 15.4286 19.7354 17.0719 0.9 0.7 -0.1
H 13.2257 20.4752 17.2753 -0.5 0.4 0.3
H 11.2487 18.9501 17.1852 0.0 0.0 0.2
H 11.6661 16.5092 16.8254 -0.2 -0.5 -0.1
F 15.0586 17.2490 13.0421 -0.3 0.4 -0.2
C 13.9529 17.9407 12.6542 -1.1 0.2 0.9
C 13.4350 17.7539 11.3894 0.9 -0.2 -0.3
C 12.2566 18.3791 11.0310 -0.8 0.3 -1.0
C 11.6246 19.2329 11.8845 -0.5 0.7 1.7
C 12.1208 19.4234 13.2030 0.1 -0.5 -0.4
C 13.2614 18.7206 13.6092 0.0 -0.1 -1.3
H 13.9956 17.1800 10.6699 0.0 -0.2 0.0
H 11.7126 18.2989 10.0704 1.1 -0.5 0.3
H 10.6997 19.6801 11.5109 0.3 0.2 0.5
H 11.6346 20.0607 13.9452 0.0 -0.2 -0.4
H 13.6003 18.7763 14.6226 0.3 0.1 0.3
F 14.7052 19.4364 21.7076 0.4 -0.4 0.2
C 15.6355 18.5046 21.3591 -0.1 0.8 1.0
C 16.7877 18.3876 22.1240 0.3 0.3 0.1
C 17.7892 17.5521 21.6203 0.2 0.3 1.2
C 17.5573 16.8329 20.4684 0.6 -1.2 -1.2
C 16.3761 16.9193 19.7402 -0.4 0.9 1.6
C 15.3829 17.7707 20.2455 0.6 -0.9 -1.3
H 16.9000 18.9513 23.0660 -0.1 -0.3 -0.7
H 18.7511 17.4476 22.1692 -0.9 0.0 -0.5
H 18.3112 16.1284 20.1054 0.0 0.3 0.2
H 16.1831 16.3648 18.8446 0.1 -0.2 -0.2
H 14.4582 17.8656 19.7207 -0.5 0.2 -0.2
```
Positions in Å, forces in eV/Å.

Computed properties:
Kohn-Sham gap	9.65	eV
DFT total energy	-135306.8829	eV
energy relative to the best compared isomer or geometry (same formula, charge and spin)	105.2	kJ/mol